[1]
Computed, not measured: a structure of composition C34H21AlCl5N3O2 at a distorted geometry, with ωB97M-V with the def2-TZVPD basis set.

The value obtained for the gap between HOMO and LUMO is 7.040 eV. Its total energy is -113376.4058 eV.

Last column: natural (NBO) charge in e.
Cartesian coordinates (Å):
Al -0.23 0.10 0.60  1.738
C 2.19 3.65 0.18  -0.253
O 1.88 2.34 -0.25  -0.489
C 1.62 2.19 -1.57  0.296
C 1.88 3.17 -2.52  -0.289
C 1.64 2.95 -3.86  -0.183
C 1.15 1.73 -4.29  -0.239
C 0.93 0.72 -3.36  -0.207
C 1.16 0.93 -2.00  0.134
N 0.94 -0.13 -1.08  -0.375
N 1.28 -1.25 -1.58  -0.097
C 1.16 -2.43 -0.95  -0.062
C 0.74 -2.55 0.39  0.445
O 0.43 -1.50 1.07  -0.807
C 0.67 -3.84 1.00  -0.280
C 0.97 -4.95 0.28  -0.096
C 1.41 -4.87 -1.08  -0.137
C 1.72 -6.04 -1.81  -0.158
C 2.14 -5.96 -3.11  -0.231
C 2.27 -4.70 -3.72  -0.191
C 1.97 -3.55 -3.03  -0.217
C 1.53 -3.61 -1.70  0.079
H 3.21 3.93 -0.11  0.180
H 1.48 4.38 -0.21  0.190
H 2.13 3.65 1.26  0.200
H 2.30 4.12 -2.21  0.221
H 1.85 3.73 -4.58  0.215
H 0.93 1.56 -5.34  0.218
H 0.55 -0.24 -3.67  0.228
H 0.33 -3.90 2.02  0.231
H 0.88 -5.93 0.73  0.216
H 1.62 -7.00 -1.32  0.210
H 2.38 -6.85 -3.66  0.216
H 2.60 -4.64 -4.75  0.214
H 2.08 -2.58 -3.49  0.228
C 1.96 1.14 4.09  -0.264
C 1.31 2.32 4.44  -0.132
C 0.32 2.83 3.63  -0.248
C -0.05 2.14 2.47  0.270
N 0.58 1.00 2.16  -0.607
C 1.55 0.51 2.93  0.097
C -1.06 2.60 1.51  -0.067
C -1.87 3.71 1.76  -0.212
C -2.78 4.13 0.81  -0.221
C -2.88 3.45 -0.40  -0.212
C -2.09 2.33 -0.63  -0.168
C -1.16 1.87 0.31  -0.513
H 2.74 0.72 4.70  0.228
H 1.59 2.84 5.35  0.223
H -0.18 3.75 3.91  0.227
H 1.99 -0.42 2.59  0.223
H -1.81 4.25 2.70  0.201
H -3.42 4.98 1.01  0.211
H -3.58 3.78 -1.15  0.210
H -2.19 1.81 -1.57  0.200
Cl -1.95 -1.09 -1.16  0.070
C -2.80 -1.09 0.34  -0.081
C -2.10 -0.53 1.40  -0.462
C -2.80 -0.48 2.60  0.032
Cl -2.03 0.19 4.00  -0.004
C -4.11 -0.95 2.74  -0.117
Cl -4.94 -0.85 4.25  0.044
C -4.75 -1.53 1.64  -0.094
Cl -6.36 -2.13 1.79  0.051
C -4.09 -1.61 0.42  -0.077
Cl -4.84 -2.34 -0.94  0.042

***

[2]
Computed, not measured: a cluster of 9 separate species, C33H60F24O21S6 in total at a distorted geometry, with ωB97M-V with the def2-TZVPD basis set.

The value obtained for the gap between HOMO and LUMO is 10.261 eV. The structure (SMILES) is FC(F)C(F)(F)COC(F)(F)C(F)F.FC(F)C(F)(F)COC(F)(F)C(F)F.FC(F)C(F)(F)COC(F)(F)C(F)F.CCOS(C)(=O)=O.CCOS(C)(=O)=O.CCOS(C)(=O)=O.CCOS(C)(=O)=O.CCOS(C)(=O)=O.CCOS(C)(=O)=O. Its total energy is -208418.6970 eV.

Last column: Mulliken charge in e.
Cartesian coordinates (Å):
C 2.37 -3.72 4.52  -1.383
C 2.29 -4.08 3.03  1.214
C 2.96 -3.17 1.97  0.323
F 2.63 -1.90 2.17  -0.095
F 4.32 -3.37 2.16  -0.367
F 2.87 -5.28 2.78  -0.367
F 1.00 -4.19 2.65  -0.178
O 1.96 -2.38 4.74  -0.255
C 0.87 -2.26 5.52  0.977
C 0.50 -0.82 5.74  0.811
F -0.37 -0.69 6.74  -0.284
F 1.62 -0.12 6.11  -0.276
F -0.16 -2.95 5.02  -0.277
F 1.09 -2.83 6.77  -0.331
H 3.42 -3.85 4.84  0.318
H 1.79 -4.40 5.11  0.527
H 2.59 -3.37 0.93  0.088
H 0.09 -0.29 4.90  -0.400
C 4.01 -1.32 -2.57  -0.981
C 2.74 -2.04 -2.31  0.457
C 1.79 -2.20 -3.60  0.703
F 2.06 -1.19 -4.45  -0.318
F 2.19 -3.41 -4.19  -0.365
F 2.93 -3.31 -1.80  -0.333
F 2.03 -1.33 -1.36  0.307
O 4.61 -1.19 -1.24  -0.333
C 5.00 0.09 -0.87  0.757
C 5.50 0.21 0.63  0.504
F 6.62 -0.45 0.89  -0.281
F 5.74 1.53 0.85  -0.262
F 5.84 0.70 -1.71  -0.305
F 3.87 0.94 -0.94  -0.211
H 3.81 -0.32 -3.00  0.413
H 4.67 -2.04 -3.09  0.325
H 0.69 -2.38 -3.34  -0.096
H 4.71 -0.17 1.30  -0.016
C -1.56 0.21 -0.20  -0.677
C -1.31 0.54 -1.70  1.323
C -2.32 -0.13 -2.68  -0.498
F -1.89 0.23 -3.90  -0.253
F -2.23 -1.48 -2.55  0.072
F -1.36 1.94 -1.90  -0.326
F -0.10 0.19 -2.08  -0.224
O -0.92 1.15 0.66  -0.514
C 0.18 0.77 1.40  0.355
C 0.64 2.01 2.15  0.327
F 1.48 1.66 3.17  -0.138
F 1.36 2.71 1.23  -0.222
F -0.27 -0.12 2.31  -0.251
F 1.13 0.31 0.60  0.257
H -1.18 -0.87 -0.03  0.090
H -2.61 0.26 0.09  0.608
H -3.38 0.20 -2.60  0.255
H -0.32 2.53 2.38  -0.153
O -1.41 -2.93 0.39  -0.780
S -0.86 -3.92 -0.46  1.036
O 0.18 -3.56 -1.36  -0.451
O -0.47 -5.09 0.45  -0.097
C 0.23 -6.24 -0.06  -0.198
C 0.06 -7.31 0.94  -1.303
C -2.30 -4.61 -1.21  -1.058
H 1.22 -5.94 -0.31  0.259
H -0.20 -6.54 -1.00  0.484
H 0.58 -6.98 1.82  0.224
H 0.53 -8.28 0.60  0.376
H -0.95 -7.56 1.20  0.327
H -2.01 -5.32 -2.00  0.347
H -2.88 -3.76 -1.56  0.273
H -2.87 -5.00 -0.33  0.330
O -3.99 -2.12 -5.27  -0.467
S -5.10 -2.16 -4.36  1.140
O -4.86 -2.68 -3.06  -0.599
O -5.76 -0.68 -4.10  -0.288
C -5.92 0.19 -5.24  -0.082
C -6.32 1.55 -4.70  -1.297
C -6.47 -2.98 -5.00  -1.237
H -6.64 -0.28 -5.87  0.418
H -5.02 0.23 -5.85  0.196
H -7.24 1.47 -4.22  0.358
H -6.41 2.29 -5.50  0.392
H -5.61 1.94 -3.97  0.275
H -7.35 -2.70 -4.43  0.390
H -6.36 -4.03 -4.82  0.427
H -6.67 -2.81 -6.07  0.359
O 4.04 4.53 5.28  -0.592
S 3.90 3.99 6.58  1.123
O 3.72 4.81 7.74  -0.608
O 2.79 2.85 6.55  -0.214
C 1.57 3.27 5.94  0.487
C 0.93 4.43 6.60  -1.120
C 5.37 2.96 6.81  -0.964
H 0.93 2.41 5.87  -0.321
H 1.86 3.51 4.88  0.283
H 1.52 5.32 6.44  0.518
H 0.69 4.22 7.59  0.351
H -0.01 4.63 6.11  0.091
H 5.38 2.28 5.96  0.285
H 5.36 2.48 7.77  0.327
H 6.23 3.64 6.81  0.382
O -3.57 1.93 4.24  -0.674
S -2.45 2.37 5.03  0.958
O -1.14 1.76 4.98  -0.307
O -2.06 3.89 4.74  -0.106
C -3.08 4.84 4.59  -0.358
C -3.42 4.99 3.20  -1.352
C -2.96 2.36 6.74  -0.983
H -2.76 5.73 5.08  0.377
H -3.93 4.47 5.16  0.339
H -2.57 5.23 2.58  0.374
H -4.17 5.75 3.01  0.398
H -3.75 4.07 2.77  0.300
H -3.22 1.30 6.97  0.392
H -3.86 2.95 6.91  0.405
H -2.13 2.77 7.35  0.250
O 3.40 6.93 -2.08  -0.663
S 3.01 5.62 -1.60  1.169
O 3.04 5.30 -0.21  -0.518
O 1.53 5.46 -2.16  -0.412
C 0.72 4.39 -1.74  0.539
C -0.61 4.89 -1.16  -1.328
C 3.81 4.30 -2.46  -0.568
H 1.28 3.68 -1.04  -0.039
H 0.37 3.84 -2.63  0.162
H -1.11 5.48 -1.95  0.374
H -0.54 5.55 -0.29  0.330
H -1.14 4.00 -0.88  0.279
H 3.46 3.42 -1.90  -0.074
H 4.89 4.41 -2.42  0.411
H 3.48 4.36 -3.46  0.398
O 1.48 -1.50 -9.09  -0.640
S 0.16 -1.74 -8.60  1.222
O -0.56 -2.85 -9.09  -0.606
O 0.30 -1.89 -7.00  -0.247
C -0.93 -2.28 -6.32  -0.066
C -0.83 -3.64 -5.69  -1.403
C -0.95 -0.35 -8.71  -0.725
H -1.71 -2.30 -7.09  0.828
H -1.09 -1.40 -5.62  -0.060
H -0.91 -4.37 -6.50  0.389
H -1.61 -3.78 -4.91  0.152
H 0.17 -3.81 -5.39  0.412
H -1.87 -0.49 -8.11  0.134
H -1.24 -0.30 -9.72  0.423
H -0.27 0.49 -8.39  0.287

***

[3]
Computed, not measured: a structure of composition C41H46N4SiTi, with ωB97M-V with the def2-TZVPD basis set.

As for the charge: +2. The value obtained for the gap between HOMO and LUMO is 7.267 eV. Its total energy is -80204.5716 eV.

Last column: Mulliken charge in e.
Cartesian coordinates (Å):
Ti -0.41 0.68 -0.27  -1.163
C 0.80 0.95 1.29  -0.635
Si 1.98 2.24 0.54  -0.390
C 0.71 3.61 0.39  -1.220
N -0.59 2.94 0.04  1.123
C -1.66 3.41 0.98  -1.009
C -2.40 4.69 0.54  -0.840
C -1.83 5.30 -0.74  -0.729
C -1.78 4.24 -1.83  -0.943
C -0.88 3.06 -1.42  -0.895
C 2.50 1.84 -1.22  1.805
C 3.28 0.70 -1.46  -0.486
C 4.01 0.55 -2.63  -0.667
C 3.97 1.54 -3.60  -0.857
C 3.21 2.69 -3.39  -0.927
C 2.51 2.83 -2.21  -0.859
C 3.47 2.52 1.59  0.769
C 4.74 2.68 1.02  -0.247
C 5.84 2.93 1.83  -0.755
C 5.69 3.00 3.21  -0.513
C 4.43 2.84 3.78  -0.760
C 3.33 2.60 2.98  -0.551
H 0.25 1.39 2.13  0.835
H 1.26 0.02 1.60  0.456
H 0.95 4.39 -0.34  0.369
H 0.60 4.12 1.34  0.761
H -1.16 3.57 1.93  0.722
H -2.37 2.61 1.16  0.290
H -2.39 5.42 1.34  0.332
H -3.45 4.44 0.35  0.343
H -0.83 5.72 -0.57  0.262
H -2.46 6.12 -1.06  0.525
H -1.41 4.64 -2.77  0.382
H -2.80 3.89 -2.03  0.390
H 0.08 3.13 -1.93  0.490
H -1.35 2.12 -1.79  0.485
H 3.36 -0.08 -0.71  0.706
H 4.63 -0.32 -2.78  0.600
H 4.55 1.43 -4.51  0.443
H 3.19 3.47 -4.13  0.492
H 1.98 3.77 -2.05  0.270
H 4.87 2.62 -0.05  0.309
H 6.82 3.06 1.39  0.426
H 6.55 3.20 3.84  0.405
H 4.32 2.90 4.86  0.422
H 2.36 2.47 3.44  0.342
C -2.27 -4.90 -1.79  -1.205
C -2.36 -5.28 -0.34  1.265
C -3.23 -6.27 0.10  -0.903
C -3.32 -6.61 1.45  -0.693
C -2.53 -5.97 2.39  -0.814
C -1.65 -4.98 1.97  0.150
C -1.57 -4.65 0.63  -0.976
N -0.68 -3.60 0.22  0.389
C -1.03 -2.31 0.26  0.290
N -2.19 -2.00 0.85  0.335
C -2.96 -0.85 0.59  0.270
C -2.43 0.32 0.03  0.810
C -3.37 1.28 -0.36  -0.219
C -4.73 1.14 -0.14  -1.401
C -5.20 0.00 0.51  -0.939
C -4.33 -1.01 0.87  1.316
C -4.86 -2.27 1.52  -1.535
N -0.26 -1.34 -0.26  0.538
C 0.97 -1.75 -0.88  -0.448
C 1.01 -1.70 -2.28  -0.265
C 2.12 -2.16 -2.96  -1.118
C 3.18 -2.69 -2.25  -0.832
C 3.14 -2.74 -0.86  -0.686
C 2.04 -2.27 -0.15  1.632
C 2.03 -2.44 1.35  -2.153
H -3.02 -5.43 -2.37  0.435
H -1.29 -5.15 -2.20  0.297
H -2.42 -3.83 -1.94  0.201
H -3.85 -6.78 -0.62  0.426
H -4.00 -7.38 1.76  0.438
H -2.59 -6.24 3.43  0.443
H -1.00 -4.47 2.68  0.478
H 0.15 -3.82 -0.30  0.371
H -2.69 -2.79 1.23  -0.143
H -3.08 2.20 -0.84  0.446
H -5.41 1.91 -0.46  0.498
H -6.25 -0.11 0.72  0.423
H -5.93 -2.19 1.68  0.426
H -4.40 -2.45 2.49  0.405
H -4.69 -3.15 0.89  0.319
H 0.15 -1.33 -2.82  0.580
H 2.15 -2.12 -4.04  0.524
H 4.05 -3.08 -2.77  0.515
H 3.97 -3.16 -0.31  0.528
H 2.92 -2.00 1.80  0.549
H 2.03 -3.50 1.61  0.411
H 1.15 -2.00 1.82  0.314

***

[4]
Computed, not measured: an isolated molecule of C13H15Cl4NO2 at a distorted geometry, with ωB97M-V with the def2-TZVPD basis set.

The value obtained for the gap between HOMO and LUMO is 6.454 eV. The structure (SMILES) is CC(C)[C@@H]1CCC[N@H+]1[C@@]1(Cl)C(Cl)=C([O-])C(=O)C(Cl)=C1Cl. Its total energy is -69396.4754 eV.

Last column: natural (NBO) charge in e.
Cartesian coordinates (Å):
Cl -0.52 -1.30 2.16  -0.068
C 0.30 0.27 1.65  0.153
C 1.56 0.46 2.42  -0.403
Cl 2.68 -0.85 2.52  0.000
C 2.02 1.75 2.82  0.375
O 3.21 2.08 2.77  -0.566
C 0.95 2.76 3.23  0.448
O 1.17 3.69 4.02  -0.451
C -0.31 2.62 2.49  -0.139
Cl -1.31 3.98 2.42  0.092
C -0.68 1.44 1.87  -0.068
Cl -2.30 1.21 1.34  0.063
C -1.75 -2.35 -2.14  -0.601
C -0.43 -1.99 -1.49  -0.235
C -0.08 -3.06 -0.48  -0.611
C -0.64 -0.60 -0.88  -0.039
C -0.81 0.42 -2.00  -0.423
C 0.15 1.58 -1.73  -0.428
C 1.19 1.08 -0.73  -0.219
N 0.52 -0.07 0.02  -0.445
H -2.54 -2.29 -1.39  0.210
H -2.02 -1.71 -2.97  0.214
H -1.73 -3.38 -2.50  0.223
H 0.36 -1.92 -2.25  0.200
H -0.86 -3.13 0.26  0.222
H -0.03 -4.01 -1.02  0.218
H 0.88 -2.92 0.01  0.210
H -1.55 -0.58 -0.28  0.249
H -0.66 0.02 -3.03  0.220
H -1.84 0.80 -1.97  0.232
H 0.63 1.96 -2.63  0.235
H -0.41 2.39 -1.27  0.221
H 2.03 0.59 -1.26  0.211
H 1.57 1.86 -0.05  0.254
H 1.25 -0.81 0.03  0.446

***

[5]
Computed, not measured: an isolated molecule of C5H9N at a distorted geometry, with ωB97M-V with the def2-TZVPD basis set.

The value obtained for the gap between HOMO and LUMO is 9.737 eV. The structure (SMILES) is C1C[C@@H]2CN2C1. Its total energy is -6816.5795 eV.

Last column: natural (NBO) charge in e.
Cartesian coordinates (Å):
C -1.32 0.23 -0.14  -0.390
C -0.65 -1.09 0.21  -0.453
C 0.64 -0.74 -0.55  -0.105
C 1.68 -0.16 0.29  -0.207
C -0.10 1.35 0.02  -0.221
H -1.47 0.25 -1.24  0.187
H -2.37 0.42 0.31  0.204
H -1.29 -1.80 -0.44  0.229
H -0.75 -1.11 1.41  0.217
H 0.80 -1.42 -1.23  0.197
H 2.64 -0.52 -0.23  0.198
H 1.68 0.14 1.52  0.191
H -0.05 1.40 1.16  0.179
H -0.40 2.36 -0.57  0.212
N 0.96 0.67 -0.51  -0.438

***

> Which value of gap between HOMO and LUMO does entry 1 give?

7.040 eV

***

> Among the records above, which one has the highest gap between HOMO and LUMO?

C33H60F24O21S6

***

> gap between HOMO and LUMO of number 4 (C13H15Cl4NO2)?

6.454 eV